Computed, not measured: a structure of composition C5H8FNiO4 in a non-equilibrium geometry, with ωB97M-V with the def2-TZVPD basis set.

For the total energy, the calculation gives -57262.6467 eV. The HOMO energy (spin up / spin down) comes out at -6.670 / -10.034 eV. The relative energy (zero: lowest compared OMol25 entry of this formula, charge and spin) comes out at 0.0 kJ/mol. The calculation puts the gap between HOMO and LUMO (spin up / spin down) at 7.4 / 9.3 eV. For the LUMO energy (spin up / spin down), the calculation gives 0.7 / -0.7 eV. Its spin multiplicity is 4.

Structure (XYZ):
```
19
Properties=species:S:1:pos:R:3:forces:R:3:lowdin_charge:R:1
O 1.392707 0.920852 -0.671083 -0.23 -0.11 -0.68 -0.3018
C 2.242806 -0.104086 -0.664272 0.58 0.03 0.22 -0.4594
C 1.785891 -1.154959 0.351720 -0.03 -0.40 -0.29 -0.0692
O 1.194598 -0.433013 1.436263 -0.26 0.12 -0.19 0.0434
C 0.038023 0.174727 1.159967 -0.09 -0.48 1.98 -0.6064
O -0.919064 -0.654384 0.813934 0.52 0.06 -0.70 0.0589
O -0.158588 1.329219 1.573089 -0.19 -0.35 -0.62 -0.0628
C -2.193532 -0.114990 0.404920 -0.51 0.23 0.21 -0.1850
H 2.615475 -1.744178 0.752472 -0.23 0.22 -0.01 0.1401
F 3.554597 0.311547 -0.257153 -0.46 -0.06 -0.12 -0.0528
H 2.399170 -0.561427 -1.657028 -0.10 0.19 0.19 0.1519
H 1.038419 -1.812092 -0.111650 0.18 0.08 0.14 0.1332
H -2.893346 -0.942023 0.565387 0.21 0.18 -0.01 0.1301
H -2.452118 0.709537 1.079890 0.06 -0.21 -0.15 0.1269
C -2.186409 0.327070 -1.041168 0.02 0.08 -0.13 -0.0574
H -3.206982 0.620394 -1.321746 0.24 -0.07 0.06 0.0866
H -1.532004 1.195560 -1.190168 -0.09 -0.28 -0.01 0.0761
H -1.868070 -0.491556 -1.699745 -0.04 0.25 0.15 0.0889
Ni 1.148419 2.423805 0.476370 0.43 0.53 -0.05 0.7587
```
Forces are in eV/Å.